{"formula": "C34H47BeN2PSb", "method": "ωB97M-V/def2-TZVPD", "total_energy_ev": -55225.407, "largest_force_ev_per_a": 1.0, "charge": 1, "spin_multiplicity": 1, "molar_mass_g_mol": 645.51, "gap_ev": 7.9, "relative_energy_kcal_mol": 20.93, "species": ["Be", "N", "C", "C", "C", "N", "H", "H", "H", "H", "H", "H", "H", "H", "H", "H", "C", "C", "C", "C", "C", "C", "P", "C", "C", "C", "C", "C", "C", "C", "C", "C", "C", "C", "C", "C", "C", "C", "C", "H", "H", "H", "H", "H", "H", "H", "H", "H", "H", "H", "H", "H", "H", "H", "H", "C", "C", "C", "Sb", "C", "C", "C", "C", "C", "C", "H", "H", "H", "H", "H", "H", "H", "H", "H", "H", "H", "H", "H", "H", "H", "H", "H", "H", "H", "H", "H"], "positions_angstrom": [[0.50311, -0.38246, 1.47567], [0.62501, -0.25914, 3.30596], [1.25701, -1.42458, 3.97353], [0.44408, -2.68229, 3.71186], [0.41006, -3.03281, 2.23175], [-0.30639, -1.98942, 1.45674], [1.13029, 0.58217, 3.57393], [-0.31244, -0.14797, 3.68493], [1.34677, -1.25128, 5.04768], [2.25665, -1.54984, 3.55910], [-0.57661, -2.56446, 4.09503], [0.89788, -3.50706, 4.26138], [-0.06617, -4.00439, 2.08908], [1.42955, -3.08827, 1.84650], [-1.27289, -1.95458, 1.77391], [-0.36081, -2.30634, 0.49154], [0.41041, 1.46577, -5.98316], [1.37755, 1.72668, -5.02092], [1.34333, 1.06732, -3.80363], [0.34495, 0.12841, -3.53620], [-0.63816, -0.10660, -4.49294], [-0.59815, 0.55416, -5.71318], [0.26653, -0.63159, -1.86630], [-0.57568, -2.24937, -2.23254], [-0.00786, -3.33514, -2.89874], [-0.75022, -4.47832, -3.15148], [-2.07133, -4.56923, -2.73578], [-2.64930, -3.50238, -2.06745], [-1.90760, -2.35632, -1.81959], [2.03547, -1.05625, -1.65040], [2.72306, -1.41124, -2.79251], [4.06702, -1.79450, -2.76784], [4.75142, -1.72309, -1.59624], [4.13961, -1.20468, -0.43477], [4.96956, -0.90752, 0.66877], [4.46168, -0.24292, 1.73568], [3.08088, 0.00233, 1.79657], [2.15939, -0.36951, 0.83180], [2.73481, -0.90037, -0.39824], [0.44741, 1.96565, -6.94190], [2.16059, 2.44529, -5.22645], [2.10221, 1.27359, -3.05725], [-1.43303, -0.81527, -4.29204], [-1.35696, 0.34700, -6.45697], [1.01765, -3.29491, -3.22466], [-0.29181, -5.30031, -3.68605], [-2.64780, -5.46176, -2.93868], [-3.67854, -3.56491, -1.73716], [-2.37920, -1.50873, -1.33009], [2.22915, -1.35363, -3.75267], [4.55440, -2.11407, -3.67972], [5.79797, -1.99900, -1.54933], [6.02006, -1.16669, 0.62022], [5.10276, 0.07287, 2.54929], [2.73536, 0.51924, 2.68927], [-3.62488, 0.56981, 3.10518], [-2.58670, 1.68872, 3.09450], [-1.88973, 1.78900, 4.44949], [-1.21279, 1.52379, 1.38346], [-0.10238, 3.34917, 1.82102], [-1.00433, 4.56567, 1.98762], [0.97675, 3.56110, 0.76058], [-2.70285, 2.19443, -0.07629], [-2.10438, 3.02217, -1.20736], [-3.45517, 0.98693, -0.63003], [-4.31439, 0.70508, 3.94256], [-3.16036, -0.41511, 3.22012], [-4.21937, 0.56281, 2.19189], [-3.10499, 2.63207, 2.90853], [-1.53155, 0.81587, 4.79735], [-2.60022, 2.14026, 5.20134], [-1.05244, 2.48935, 4.44011], [0.39209, 3.14517, 2.77701], [-1.57962, 4.76442, 1.08309], [-0.40030, 5.45309, 2.19270], [-1.70131, 4.44393, 2.81782], [0.53523, 3.76102, -0.21765], [1.62449, 2.68587, 0.66749], [1.60089, 4.41898, 1.02221], [-3.39139, 2.81146, 0.50662], [-1.31440, 2.47804, -1.71948], [-1.70068, 3.97223, -0.85955], [-2.87984, 3.24389, -1.94561], [-2.78788, 0.35757, -1.21495], [-4.25853, 1.32031, -1.29159], [-3.90163, 0.37568, 0.15654]], "forces_ev_per_a": [[0.33, -0.56, 0.27], [-0.07, 0.05, -0.02], [-0.05, -0.28, 0.14], [0.08, 0.15, -0.17], [0.10, -0.13, 0.25], [-0.01, 0.15, -0.36], [-0.14, 0.01, -0.02], [0.05, 0.03, 0.08], [-0.01, 0.06, -0.02], [-0.03, 0.06, 0.05], [0.00, -0.04, 0.03], [-0.04, -0.02, 0.00], [0.00, 0.04, -0.07], [-0.03, 0.00, -0.07], [-0.02, 0.02, -0.02], [-0.07, 0.05, -0.22], [-0.02, -0.06, -0.02], [0.00, 0.04, -0.02], [-0.12, 0.14, 0.01], [-0.26, 0.17, 0.18], [0.06, -0.03, 0.08], [-0.04, 0.01, -0.07], [-0.15, -0.06, 0.12], [0.05, 0.18, 0.19], [-0.06, 0.06, 0.08], [0.06, -0.04, -0.05], [0.02, 0.04, -0.01], [-0.10, -0.08, 0.05], [0.09, 0.19, 0.01], [0.05, 0.00, 0.07], [-0.07, -0.12, 0.19], [0.14, -0.10, -0.15], [0.08, 0.03, 0.00], [-0.36, 0.03, 0.05], [0.08, 0.00, 0.08], [0.25, 0.02, 0.16], [-0.37, 0.12, -0.19], [-0.06, 0.02, -0.29], [0.22, -0.01, 0.02], [-0.01, 0.02, 0.01], [0.01, -0.01, 0.03], [0.00, 0.01, -0.05], [0.02, -0.02, -0.03], [0.01, 0.01, 0.00], [0.18, 0.03, -0.05], [-0.01, -0.02, 0.03], [0.01, -0.01, 0.01], [-0.01, 0.04, -0.03], [0.07, -0.19, 0.04], [-0.06, -0.22, 0.03], [0.00, -0.01, 0.01], [0.02, 0.05, 0.00], [0.01, 0.03, -0.04], [0.01, -0.02, 0.01], [0.19, -0.06, -0.09], [0.00, 0.11, -0.06], [0.15, -0.24, -0.07], [-0.02, 0.12, -0.12], [-0.60, 0.82, 0.07], [0.01, -0.15, -0.19], [-0.01, -0.10, 0.07], [0.00, -0.07, 0.00], [0.24, -0.21, 0.02], [-0.05, 0.03, 0.09], [-0.01, 0.08, 0.09], [0.00, -0.04, 0.00], [-0.01, -0.01, 0.00], [-0.02, -0.06, 0.05], [0.07, 0.02, -0.09], [-0.02, 0.02, 0.05], [0.03, -0.03, 0.04], [0.01, -0.02, 0.06], [-0.02, -0.06, 0.00], [-0.02, 0.03, 0.03], [0.01, -0.01, 0.00], [-0.03, 0.04, -0.02], [0.04, 0.00, 0.00], [0.01, 0.03, -0.04], [-0.01, 0.00, 0.00], [0.07, -0.01, 0.09], [0.13, -0.09, -0.12], [0.03, -0.03, -0.04], [0.00, 0.01, 0.01], [0.05, 0.06, -0.07], [-0.01, 0.00, 0.01], [-0.01, -0.03, -0.08]], "mulliken_charge": [-0.1982, -0.0826, -0.5895, -0.7897, -0.7702, -0.1406, 0.4191, -0.3215, 0.4463, 0.3922, 0.3056, 0.4258, 0.5331, 0.3813, 0.3342, -0.0242, -0.5250, -0.7336, -0.4660, 0.2463, -0.5431, -0.6747, 1.8303, 0.0836, -0.6625, -0.6424, -0.6545, -0.7661, 0.3481, 0.3357, -0.5738, -1.1408, -0.9319, 1.0572, -0.9053, -1.2950, -0.2963, 1.5797, -0.4128, 0.3950, 0.4154, 0.5319, 0.3861, 0.4208, 0.3799, 0.4323, 0.3812, 0.4652, 0.0661, 0.5855, 0.4571, 0.3924, 0.3773, 0.4646, 0.4470, -1.2985, 0.3575, -1.6550, -0.5074, 0.5279, -1.5091, -1.2447, 0.6896, -1.4447, -1.1886, 0.4125, 0.1663, 0.2985, 0.5416, 0.5142, 0.4429, 0.2870, 0.3655, 0.2077, 0.5051, 0.2998, 0.2526, 0.2132, 0.4628, 0.5590, 0.1653, 0.2831, 0.4766, -0.0749, 0.5061, 0.2121]}